--- i ---
22
Properties=species:S:1:pos:R:3:lowdin_charge:R:1 method="wB97M-V/def2-TZVPD" lumo_ev="0.08 / -0.12" homo_lumo_gap_ev="3.91 / 7.49" homo_ev="-3.83 / -7.61" multiplicity=2
O -1.56 -1.19 -1.73 -0.138
C -0.85 -0.16 -1.78 -0.392
C -0.40 0.59 -0.55 -0.365
C 0.67 1.65 -0.66 -0.256
C 0.40 2.76 -1.65 -0.112
N 0.08 -0.51 0.37 0.134
H -0.70 0.31 -2.79 0.088
H -1.28 1.06 -0.09 0.139
H 1.65 1.25 -0.91 0.097
H 0.84 1.90 0.42 0.115
H -0.69 2.93 -1.85 0.087
H 0.84 3.75 -1.56 0.064
H 0.71 2.47 -2.66 0.075
H 0.32 -0.20 1.34 0.139
H 0.81 -1.01 -0.16 0.127
H -0.52 -1.29 0.68 0.107
H -0.86 -1.72 3.58 0.025
H -2.24 -2.23 3.13 0.050
O -1.50 -1.68 2.88 -0.051
H 1.26 -3.50 0.81 0.064
H 1.88 -2.50 1.89 0.062
O 1.13 -2.68 1.30 -0.059

***

--- ii ---
22
Properties=species:S:1:pos:R:3:lowdin_charge:R:1 method="wB97M-V/def2-TZVPD" lumo_ev="0.64 / -2.73" homo_lumo_gap_ev="10.33 / 6.94" homo_ev="-9.69 / -9.67" multiplicity=2
C -2.53 1.04 -0.67 -0.046
C -1.75 -0.22 -0.13 -0.243
N -0.33 -0.35 -0.55 -0.059
C 0.37 -1.48 0.34 -0.149
C 1.83 -1.06 0.54 -0.259
O 1.83 0.18 1.17 -0.006
H -3.50 0.65 -0.78 0.055
H -2.44 1.82 0.00 0.045
H -2.35 1.42 -1.62 0.050
H -2.39 -0.99 -0.50 0.101
H -1.84 -0.20 0.84 0.047
H 0.14 0.50 -0.37 0.071
H -0.30 -1.67 1.21 0.120
H 0.37 -2.32 -0.36 0.101
H 2.30 -1.07 -0.54 0.183
H 2.47 -1.78 1.11 0.138
H 1.97 2.59 3.01 0.036
H 1.52 1.41 2.25 0.005
O 1.16 2.03 2.99 -0.128
H -0.41 -1.08 -2.67 0.036
H -0.40 0.37 -3.21 0.041
O -0.52 -0.57 -3.54 -0.141

***

Which one sits at the top of the stability order? i does.

***

--- i ---
8
Properties=species:S:1:pos:R:3:lowdin_charge:R:1 method="wB97M-V/def2-TZVPD" lumo_ev="-0.23 / -2.14" homo_lumo_gap_ev="8.87 / 6.15" homo_ev="-9.10 / -8.29" multiplicity=1
C -0.33 -0.60 0.26 -0.049
C 1.55 0.67 -0.01 -0.587
C -1.45 0.03 0.05 -0.702
S -2.81 -1.03 -0.06 0.655
Br 3.13 -0.20 -0.06 0.626
H 0.03 -1.59 0.40 0.046
H 1.47 1.62 -0.51 -0.040
H -1.60 1.09 -0.07 0.052

***

--- ii ---
8
Properties=species:S:1:pos:R:3:lowdin_charge:R:1 method="wB97M-V/def2-TZVPD" lumo_ev="-0.71 / -3.53" homo_lumo_gap_ev="9.56 / 5.12" homo_ev="-10.26 / -8.66" multiplicity=1
C 0.19 0.16 -0.48 -0.509
C 2.86 -0.50 -0.43 -0.374
C -0.52 0.77 0.38 -0.178
S 1.43 -1.09 0.01 0.736
Br -2.38 -1.62 0.48 0.129
H 0.20 0.35 -1.55 0.082
H -1.32 1.36 0.13 0.043
H -0.46 0.57 1.46 0.071

***

Which one sits at the top of the stability order? ii does.

***

--- i ---
9
Properties=species:S:1:pos:R:3:lowdin_charge:R:1 method="wB97M-V/def2-TZVPD" lumo_ev="-3.96 / -2.14" homo_lumo_gap_ev="5.34 / 7.59" homo_ev="-9.30 / -9.73" multiplicity=1
C -0.68 -0.49 0.80 -0.322
N -0.14 -0.28 -1.69 -0.354
O 0.24 3.04 0.49 -0.320
S 0.41 0.31 -0.40 0.423
I 2.60 -0.68 0.30 0.409
H -0.59 0.04 1.74 0.053
H -1.69 -0.40 0.41 0.055
H -0.42 -1.54 0.92 0.042
H 0.26 0.00 -2.57 0.013

***

--- ii ---
9
Properties=species:S:1:pos:R:3:lowdin_charge:R:1 method="wB97M-V/def2-TZVPD" lumo_ev=-0.49 homo_lumo_gap_ev=8.29 homo_ev=-8.78 smiles="OC=S.NI" multiplicity=1
C -1.75 0.64 0.10 -0.802
N 1.19 -0.66 -0.05 -0.509
O -0.56 1.19 -0.04 -0.101
S -2.11 -0.90 -0.16 0.632
I 3.11 0.03 -0.28 0.710
H 0.19 0.66 -0.38 0.001
H -2.42 1.45 0.55 0.096
H 1.30 -1.45 -0.67 -0.033
H 1.06 -0.97 0.91 0.006

***

Which one sits at the top of the stability order? ii does.

***

--- i ---
10
Properties=species:S:1:pos:R:3:lowdin_charge:R:1 method="wB97M-V/def2-TZVPD" lumo_ev=0.96 homo_lumo_gap_ev=10.85 homo_ev=-9.89 smiles="C[P@@H](N)=O" multiplicity=1
C 0.91 1.07 0.19 -0.175
N -0.43 -1.52 0.14 -0.145
O -1.76 0.74 0.22 -0.392
P -0.58 0.06 -0.31 0.471
H 0.64 1.40 1.12 0.009
H 1.71 0.48 0.43 0.001
H 0.84 1.94 -0.46 0.053
H 0.20 -2.17 -0.36 0.059
H -1.02 -1.96 0.87 0.073
H -0.52 -0.05 -1.84 0.045

***

--- ii ---
10
Properties=species:S:1:pos:R:3:lowdin_charge:R:1 method="wB97M-V/def2-TZVPD" lumo_ev=0.90 homo_lumo_gap_ev=10.51 homo_ev=-9.61 smiles="CO[PH2]=N" multiplicity=1
C -0.10 -0.06 1.52 -0.191
N 1.14 -0.28 -1.73 -0.276
O -0.62 -0.65 0.40 -0.380
P -0.27 -0.12 -1.12 0.633
H 0.87 0.52 1.48 0.101
H -0.73 0.77 1.75 0.068
H -0.04 -0.75 2.26 0.052
H 1.67 0.61 -1.67 -0.027
H -0.95 1.12 -1.24 0.014
H -0.97 -1.17 -1.65 0.006

***

Which one sits at the top of the stability order? i does.

***

--- i ---
11
Properties=species:S:1:pos:R:3:lowdin_charge:R:1 method="wB97M-V/def2-TZVPD" lumo_ev=0.82 homo_lumo_gap_ev=9.95 homo_ev=-9.13 smiles="O=CO.CS" multiplicity=1
C -3.62 -3.86 -1.61 -0.498
S -3.21 -3.06 -0.02 0.611
H -4.43 -3.42 -2.18 0.026
H -3.95 -4.88 -1.40 0.019
H -2.72 -3.91 -2.23 0.019
H -2.95 -4.22 0.54 -0.177
O 2.98 5.19 1.37 0.087
C 3.88 4.47 1.62 -0.356
O 5.19 4.94 1.56 0.023
H 3.70 3.38 1.65 0.142
H 5.13 5.37 0.69 0.104

***

--- ii ---
11
Properties=species:S:1:pos:R:3:lowdin_charge:R:1 method="wB97M-V/def2-TZVPD" lumo_ev=0.80 homo_lumo_gap_ev=9.85 homo_ev=-9.06 smiles="O=CO.CS" multiplicity=1
C -4.29 2.95 0.13 -0.507
S -2.72 3.49 -0.62 0.594
H -4.33 2.81 1.21 0.025
H -5.06 3.67 -0.12 0.019
H -4.60 1.98 -0.26 0.017
H -3.25 4.40 -1.50 -0.149
O 4.07 -2.72 0.48 0.090
C 4.81 -3.49 -0.03 -0.368
O 5.38 -4.51 0.69 0.025
H 5.19 -3.40 -1.05 0.131
H 4.79 -5.19 1.06 0.122

***

Which one sits at the top of the stability order? ii does.

***

--- i ---
23
Properties=species:S:1:pos:R:3:lowdin_charge:R:1 method="wB97M-V/def2-TZVPD" lumo_ev=0.91 homo_lumo_gap_ev=10.14 homo_ev=-9.23 smiles="CC1=NCO[C@@H]1c1ccccc1" multiplicity=1
C -3.25 -0.61 -0.26 -0.082
C -2.88 -0.53 1.07 -0.092
C -2.28 -0.26 -1.26 -0.055
C -1.55 -0.27 1.33 -0.041
C -1.01 0.10 -0.89 -0.054
C -0.58 0.03 0.38 -0.167
C 1.84 0.63 -0.22 -0.297
C 2.60 -1.29 0.49 -0.212
C 0.85 0.13 0.80 -0.284
C 1.77 1.87 -1.04 -0.019
N 2.82 -0.18 -0.36 0.120
O 1.29 -1.15 1.06 -0.042
H -4.21 -1.04 -0.64 0.114
H -3.41 -0.75 2.02 0.117
H -2.64 -0.43 -2.30 0.112
H -1.22 -0.24 2.37 0.119
H -0.28 0.38 -1.57 0.075
H 2.74 -2.25 -0.14 0.142
H 3.36 -1.42 1.33 0.134
H 0.90 0.79 1.62 0.147
H 1.11 1.68 -1.86 0.054
H 2.77 2.14 -1.49 0.106
H 1.28 2.68 -0.43 0.103

***

--- ii ---
23
Properties=species:S:1:pos:R:3:lowdin_charge:R:1 method="wB97M-V/def2-TZVPD" lumo_ev="0.04 / -0.54" homo_lumo_gap_ev="7.71 / 6.49" homo_ev="-7.66 / -7.03" multiplicity=1
C -1.08 -1.02 -2.35 -0.106
C 0.18 -1.26 -2.72 -0.135
C -1.36 -0.32 -1.15 0.013
C 1.32 -0.78 -2.07 0.006
C -0.25 0.09 -0.27 -0.167
C 1.07 -0.13 -0.81 -0.163
C -0.41 2.24 1.07 -0.275
C 1.84 0.17 1.36 -0.014
C -0.62 0.80 0.93 -0.211
C -1.34 -0.06 1.98 -0.044
N 2.12 0.36 0.07 -0.046
O -0.65 2.95 2.04 -0.004
H -1.90 -1.37 -2.95 0.104
H 0.31 -1.77 -3.62 0.088
H -2.35 0.15 -1.07 0.122
H 2.33 -0.96 -2.44 0.110
H -0.10 2.79 0.20 0.106
H 2.33 0.82 2.10 0.089
H 1.71 -0.82 1.82 0.097
H -2.44 0.09 1.77 0.098
H -1.13 0.18 2.98 0.054
H -1.27 -1.13 1.81 0.074
H 2.73 1.18 -0.36 0.207

***

Which one sits at the top of the stability order? i does.